No. 1
ORCA calculation (ωB97M-V/def2-TZVPD) on C4H6LaO as an isolated structure in a non-equilibrium geometry.

The calculation puts the lowest unoccupied orbital energy (spin up / spin down) at -9.998 / -10.013 eV. The gap between HOMO and LUMO (spin up / spin down) is 5.59 / 5.58 eV. The spin multiplicity is 2. The calculation puts the highest occupied orbital energy (spin up / spin down) at -15.59 / -15.59 eV. Its total charge is +2.

Geometry (Å):
C 0.004 0.173 1.751
C 0.681 -0.765 0.835
C 0.794 -0.487 -0.504
C -0.355 -0.204 -1.324
O -0.621 0.946 -1.697
La -2.335 2.321 -3.425
H 0.632 0.355 2.636
H -0.948 -0.265 2.084
H 1.516 -1.316 1.278
H -0.078 1.142 1.120
H 1.669 -0.858 -1.044
H -0.958 -1.043 -1.711

=====

No. 2
ORCA calculation (ωB97M-V/def2-TZVPD) on C4H6LiO2Pr as an isolated structure in a non-equilibrium geometry.

The calculation puts the lowest unoccupied orbital energy (spin up / spin down) at -9.296 / -8.409 eV. The gap between HOMO and LUMO (spin up / spin down) is 6.55 / 7.52 eV. The spin multiplicity is 3. The calculation puts the highest occupied orbital energy (spin up / spin down) at -15.84 / -15.93 eV. Its total charge is +2.

Geometry (Å):
O -0.292 -1.161 0.701
C -0.387 -0.910 2.053
C 0.707 -0.520 2.775
Pr -2.623 -0.740 0.868
Li 0.869 0.443 0.204
H 1.724 -0.732 2.402
H 0.644 -0.279 3.838
C -1.513 2.525 0.469
C -0.731 2.556 1.567
O -2.622 1.686 0.417
H -1.489 3.273 -0.324
H 0.085 3.279 1.593
H -1.025 2.005 2.464
H -3.350 2.038 -0.108

=====

No. 3
ORCA calculation (ωB97M-V/def2-TZVPD) on C4H6MgMnO4 as an isolated structure in a non-equilibrium geometry.

The calculation puts the lowest unoccupied orbital energy (spin up / spin down) at -1.016 / -1.021 eV. The gap between HOMO and LUMO (spin up / spin down) is 6.94 / 7.05 eV. The spin multiplicity is 6. The calculation puts the highest occupied orbital energy (spin up / spin down) at -7.95 / -8.07 eV.

Geometry (Å):
O 4.695 1.109 1.755
Mg 3.501 0.539 0.445
O 0.856 1.912 -0.148
C 1.372 0.855 0.517
C 0.581 -0.231 0.739
O -0.774 -0.155 0.362
C -1.301 -1.142 -0.535
C -2.573 -0.541 -1.135
O -2.348 0.740 -1.629
Mn -0.962 1.602 -0.634
H 4.426 1.624 2.556
H 0.852 -1.128 1.298
H -1.494 -2.080 0.006
H -0.554 -1.329 -1.326
H -3.356 -0.539 -0.346
H -2.923 -1.236 -1.924

=====

How do the records compare in M? In the order shown, they have 209.0; 233.9; 197.3 g/mol.